Model 1:
C3H9N2Si | wB97M-V/def2-TZVPD

Calculated values
spin multiplicity: 1
Kohn-Sham gap (spin up / spin down): 6.595 / 6.593 eV
charge: +1

Last column: Mulliken charge in e.
CARTESIAN COORDINATES (ANGSTROEM)
1 H -2.937 0.022 -0.112  0.34
2 H -1.597 1.886 -0.168  0.27
3 H 2.918 -0.301 1.502  -0.04
4 H -0.842 -1.252 -1.356  0.33
5 H 2.703 -1.309 -0.629  -0.09
6 H -1.215 -2.158 0.299  0.30
7 N -1.156 1.053 0.155  -0.15
8 H 0.497 2.095 -0.224  0.46
9 C -1.457 -1.289 -0.397  -0.29
10 H -2.275 -0.487 1.229  0.34
11 N 0.968 0.158 0.082  -0.27
12 C -1.949 -0.145 0.335  -0.33
13 Si 2.670 -0.136 0.120  0.19
14 H 3.486 0.741 -0.764  -0.05
15 C 0.186 1.122 -0.071  -0.01

Model 2:
C3H9N2Si | wB97M-V/def2-TZVPD

Calculated values
spin multiplicity: 1
SMILES: [SiH3]N1C=[NH+]CC1
Kohn-Sham gap: 10.577 eV
charge: +1

Last column: Mulliken charge in e.
CARTESIAN COORDINATES (ANGSTROEM)
1 N 0.560 0.026 0.192  0.09
2 H 2.406 0.950 -1.080  -0.01
3 H 2.508 0.776 1.345  -0.05
4 H 0.160 -0.259 -1.735  0.44
5 C -0.247 -0.608 -0.836  -0.74
6 N -1.508 0.507 0.649  -0.10
7 H 2.459 -1.328 0.052  -0.01
8 C -0.260 0.761 0.987  0.04
9 H -2.215 0.913 1.222  0.19
10 H 0.076 -1.704 -0.879  0.36
11 H 0.041 1.500 1.795  0.33
12 C -1.740 -0.349 -0.497  -0.35
13 Si 2.309 0.076 0.081  0.21
14 H -2.328 0.083 -1.245  0.31
15 H -2.222 -1.343 -0.049  0.27

Most favorable structure: model 2. The second most favorable one is 3.740 eV above it.